Here is a cluster of 11 separate species, C44H121N11O11 in total in a non-equilibrium geometry from the OMol25 dataset. Energies are from ωB97M-V/def2-TZVPD.

```
187
Properties=species:S:1:pos:R:3:mulliken_charge:R:1
C -1.1888 6.1812 -1.9470 -1.307
C -1.3679 6.2571 -0.4004 0.381
C -2.6676 5.5860 -0.0052 -0.391
O -3.6868 6.5343 -0.1815 -0.408
C -4.9523 6.0617 0.1051 -0.652
N -0.1666 5.5103 0.1946 -0.523
H -2.1102 6.5404 -2.4831 0.347
H -0.8015 5.1910 -2.2693 0.104
H -0.4093 6.8971 -2.2304 0.389
H -1.4951 7.3230 0.0256 0.335
H -2.6287 5.2556 1.0198 0.258
H -2.8999 4.6921 -0.5813 0.204
H -5.2360 5.1916 -0.4763 0.240
H -5.7053 6.8433 -0.0704 0.259
H -4.8900 5.7555 1.1555 0.289
H 0.6797 6.0308 -0.1142 0.288
H -0.2285 5.7330 1.1488 0.043
C 0.4672 4.4094 5.4275 -1.619
C -0.1021 4.5777 4.0272 0.920
C -1.3011 3.5889 3.7806 -0.337
O -0.8842 2.2914 4.1257 -0.271
C -1.8615 1.3029 3.7882 -0.385
N -0.5617 5.9266 3.7579 -0.494
H 1.2776 5.0377 5.6249 0.525
H 0.7855 3.3408 5.5878 0.217
H -0.2585 4.6440 6.2553 0.317
H 0.7205 4.2769 3.3239 -0.269
H -1.6188 3.6427 2.7265 -0.031
H -2.0975 3.9335 4.4626 0.456
H -1.2465 0.3990 3.6896 -0.048
H -2.2357 1.5929 2.7391 0.178
H -2.6459 1.1069 4.4728 0.361
H 0.1224 6.5619 4.1588 0.260
H -1.4311 5.9880 4.2894 0.325
C 1.8686 -0.4152 2.3826 0.211
C 2.6372 0.4206 3.3244 1.585
C 2.8097 1.8711 2.8841 -0.038
O 3.3540 1.7184 1.5527 -0.063
C 3.2727 2.8998 0.7938 -0.740
N 1.9730 0.3687 4.6004 -0.492
H 2.1706 -0.2515 1.3196 -0.148
H 0.8250 -0.2674 2.3236 0.080
H 2.0571 -1.4581 2.6545 -0.562
H 3.6311 -0.0805 3.4810 -0.834
H 3.4811 2.4771 3.5470 0.403
H 1.7958 2.2986 2.7051 -0.400
H 3.5228 3.7594 1.2877 0.567
H 2.2392 3.1648 0.6307 0.201
H 3.8236 2.6810 -0.1175 -0.173
H 2.5722 0.7088 5.2771 0.302
H 1.0653 0.7643 4.7163 0.052
C 6.7429 -1.0267 -1.7895 -1.332
C 6.0341 0.3208 -1.5880 0.250
C 5.7157 1.1371 -2.7829 -0.317
O 6.7673 1.3083 -3.7356 -0.474
C 6.2279 1.9486 -4.8581 -0.287
N 4.6662 0.1466 -0.9407 0.179
H 6.1794 -1.6741 -2.4459 0.300
H 6.6965 -1.4306 -0.8283 0.167
H 7.7680 -1.0663 -2.1217 0.393
H 6.6442 0.8688 -0.9433 0.484
H 5.3089 2.1204 -2.5618 0.341
H 4.8956 0.5440 -3.2275 0.039
H 5.4920 1.2518 -5.3015 -0.028
H 7.0197 2.0142 -5.6353 0.298
H 5.8267 2.9585 -4.6329 0.279
H 4.7079 0.2258 0.0599 -0.117
H 4.3664 -0.8266 -0.9804 -0.059
C 6.0787 -1.8200 4.2431 -1.500
C 6.2838 -2.5299 2.9320 0.129
C 4.9340 -2.5624 2.2483 1.193
O 5.0274 -3.4211 1.0448 -0.503
C 3.8353 -3.6113 0.3412 0.388
N 7.2563 -1.8508 2.0844 -0.652
H 6.9952 -1.9587 4.8242 0.361
H 5.2531 -2.1676 4.9188 0.305
H 5.8519 -0.7865 4.1183 0.335
H 6.6278 -3.5167 3.1752 0.323
H 4.6654 -1.5956 1.8303 -0.692
H 4.1290 -3.0246 2.8036 -0.097
H 4.0682 -3.9480 -0.7174 0.328
H 3.1925 -2.6889 0.3002 -0.149
H 3.2233 -4.3869 0.7844 -0.323
H 7.1641 -0.8497 2.0985 0.244
H 7.1156 -2.3081 1.1896 0.339
C 1.0824 -2.9881 -1.5516 -0.552
C -0.3632 -3.1979 -2.1397 -0.228
C -1.3912 -3.3512 -1.0127 0.057
O -1.0461 -4.3708 -0.0906 -0.382
C -1.8971 -4.2825 1.0877 -0.887
N -0.7941 -2.1744 -3.0957 -0.148
H 1.3505 -3.7092 -0.9040 0.506
H 1.1524 -1.9837 -1.1149 -0.344
H 1.9189 -3.1375 -2.2896 0.366
H -0.2751 -4.1073 -2.7534 0.468
H -2.4887 -3.4154 -1.3181 0.375
H -1.5369 -2.3391 -0.5796 -0.395
H -1.8241 -3.3302 1.4719 0.312
H -1.7328 -5.1388 1.7716 0.208
H -2.9206 -4.4270 0.8792 0.404
H -0.5598 -2.4701 -4.0378 0.307
H -0.4686 -1.2266 -2.8872 -0.272
C -0.6537 -4.1400 4.7768 -1.120
C 0.8581 -4.2242 4.8398 -0.042
C 1.3115 -4.5053 3.3464 0.465
O 0.8037 -5.7032 2.9651 -0.412
C 1.1328 -6.1200 1.6784 -0.264
N 1.3885 -3.0119 5.4545 -0.620
H -1.0277 -3.9355 5.7845 0.377
H -1.0795 -5.1046 4.3177 0.256
H -0.9094 -3.3571 4.0846 0.152
H 1.2261 -5.1088 5.3651 0.361
H 2.4679 -4.5387 3.3488 0.195
H 0.9588 -3.6309 2.7486 -0.162
H 0.8517 -7.1412 1.6157 0.275
H 2.2528 -5.9599 1.5817 0.238
H 0.5371 -5.5872 0.8558 -0.092
H 0.9948 -2.1731 4.9708 0.179
H 2.3926 -3.0079 5.3084 0.278
C -5.4094 -1.6309 -3.5306 -1.579
C -4.6991 -0.2955 -3.8716 0.549
C -5.4773 0.9539 -3.6044 -0.597
O -6.4621 0.9469 -4.5781 -0.335
C -7.3078 2.1478 -4.4806 -0.741
N -3.3714 -0.1706 -3.3315 -0.005
H -4.7295 -2.5043 -3.6763 0.348
H -6.3242 -1.7007 -4.0277 0.494
H -5.5676 -1.7444 -2.4531 0.191
H -4.6133 -0.3240 -4.9672 0.159
H -4.8781 1.8834 -3.6096 0.383
H -5.8389 0.8926 -2.6054 0.419
H -6.6987 3.0826 -4.3491 0.274
H -7.9150 2.0784 -3.5711 0.301
H -7.8053 2.1629 -5.4463 0.262
H -2.9250 0.6479 -3.5505 0.018
H -2.6986 -0.9482 -3.4603 -0.080
C 3.1648 -0.1557 -6.1543 -1.736
C 1.7926 -0.7114 -5.6652 2.199
C 0.5724 0.0051 -6.1546 -0.854
O 0.7827 1.4494 -6.2145 -0.468
C 0.1935 2.2664 -5.1872 -0.441
N 1.5614 -2.1617 -5.9011 -0.678
H 3.4859 0.7374 -5.6835 0.205
H 3.1624 0.1108 -7.2413 0.283
H 3.8893 -0.9470 -6.0722 0.504
H 1.8614 -0.6271 -4.5711 -0.916
H -0.3215 -0.3340 -5.6637 0.179
H 0.4012 -0.2497 -7.1981 0.463
H -0.8618 2.1550 -5.0770 0.271
H 0.5739 3.2991 -5.3128 0.361
H 0.6706 1.9650 -4.2137 0.011
H 2.3491 -2.7307 -5.5260 0.283
H 1.6264 -2.4375 -6.8590 0.249
C -8.4387 -3.4701 1.6631 -1.427
C -7.2935 -2.8627 0.8768 0.101
C -6.6208 -1.7337 1.7596 -0.496
O -6.3454 -2.3253 3.0152 -0.301
C -5.4395 -1.6235 3.7857 -0.631
N -6.4211 -4.0268 0.5402 -0.677
H -8.0950 -4.0128 2.5765 0.259
H -8.9011 -4.1621 1.0032 0.447
H -9.1306 -2.6927 2.0220 0.339
H -7.4810 -2.3545 -0.0709 0.475
H -7.2596 -0.8535 1.9538 0.397
H -5.7438 -1.3853 1.2391 0.243
H -5.1112 -2.3017 4.5668 0.344
H -5.9245 -0.8001 4.3105 0.317
H -4.5479 -1.1717 3.2287 0.075
H -5.8975 -4.1986 1.4057 0.306
H -5.7165 -3.7448 -0.1926 0.238
C -1.3784 0.1458 -0.0591 -0.107
C -0.6547 1.4000 -0.3158 2.109
C -0.2390 1.4640 -1.8312 -1.676
O 0.5344 0.3710 -2.2603 2.262
C 1.8918 0.5142 -1.8765 -1.783
N -1.4511 2.6203 -0.0556 -0.019
H -0.6769 -0.6347 -0.2315 -0.915
H -2.2205 -0.0377 -0.7566 0.281
H -1.6967 -0.0225 1.0321 -0.359
H 0.2645 1.5150 0.2692 -1.063
H 0.3004 2.3487 -2.1033 0.754
H -1.1766 1.4687 -2.4208 -0.175
H 2.1531 0.8036 -0.8616 0.102
H 2.3828 1.2467 -2.5219 0.164
H 2.3532 -0.4572 -2.0334 0.319
H -2.2486 2.6325 -0.6216 0.309
H -0.8988 3.4709 -0.1026 -0.105
```

## Properties
energy above the lowest of the compared OMol25 structures with the same formula, charge and spin: 109.59 kcal per mole
HOMO-LUMO gap: 9.02 eV
LUMO: 0.4 eV
E_HOMO: -0.3184 Eh
structure (SMILES): COC[C@H](C)N.COC[C@H](C)N.COC[C@H](C)N.COC[C@H](C)N.COC[C@H](C)N.COC[C@H](C)N.COC[C@H](C)N.COC[C@H](C)N.COC[C@H](C)N.COC[C@H](C)N.COC[C@H](C)N
energy: -86494.4822 eV